Record 1
15 unconnected molecules or ions with the total composition C37H110N6O17. Source: the OMol25 dataset; level of theory: ωB97M-V/def2-TZVPD.

Last column: Löwdin charge in e.
CARTESIAN COORDINATES (ANGSTROEM)
1 C 1.97 0.90 5.74  -0.168
2 O 1.10 1.97 6.02  -0.158
3 H 2.08 0.93 4.65  0.057
4 H 2.97 1.11 6.12  0.083
5 H 1.51 -0.04 6.03  0.070
6 H 0.29 1.90 5.50  -0.016
7 C 2.93 2.25 1.44  -0.140
8 O 4.33 2.13 1.53  -0.112
9 H 2.58 1.52 0.71  0.064
10 H 2.40 1.90 2.32  0.069
11 H 2.66 3.29 1.21  0.086
12 H 4.57 1.49 2.20  0.097
13 C 4.39 -2.58 5.08  -0.150
14 O 3.52 -1.66 4.39  -0.148
15 H 5.45 -2.47 4.86  0.071
16 H 4.27 -2.55 6.16  0.073
17 H 4.21 -3.60 4.74  0.066
18 H 2.63 -2.03 4.45  0.009
19 C 4.91 0.32 -1.27  -0.181
20 O 4.86 1.72 -1.23  -0.110
21 H 5.53 -0.09 -0.48  0.080
22 H 3.97 -0.20 -1.06  0.051
23 H 5.29 -0.02 -2.23  0.073
24 H 4.56 1.97 -0.35  0.021
25 C -3.17 -3.77 4.73  -0.170
26 O -3.31 -5.19 4.76  -0.106
27 H -4.14 -3.27 4.79  0.077
28 H -2.75 -3.36 5.65  0.073
29 H -2.67 -3.44 3.83  0.055
30 H -4.24 -5.32 4.56  0.074
31 C -2.08 -5.11 1.41  -0.183
32 O -1.83 -3.94 0.74  -0.109
33 H -3.13 -5.41 1.34  0.086
34 H -1.58 -6.00 1.02  0.085
35 H -1.73 -5.04 2.43  0.062
36 H -1.98 -4.07 -0.20  0.093
37 C 2.60 0.90 -4.60  -0.175
38 O 2.62 1.52 -5.86  -0.106
39 H 2.62 -0.19 -4.72  0.073
40 H 3.49 1.19 -4.04  0.081
41 H 1.74 1.27 -4.04  0.044
42 H 2.43 2.45 -5.72  0.074
43 C -3.22 -0.26 -1.53  -0.160
44 O -4.43 0.12 -2.19  -0.109
45 H -2.89 -1.21 -1.96  0.063
46 H -2.35 0.38 -1.73  0.063
47 H -3.32 -0.34 -0.45  0.062
48 H -4.25 0.21 -3.12  0.068
49 C 0.30 -3.72 4.88  -0.135
50 O 1.00 -2.77 4.12  -0.160
51 H -0.33 -3.27 5.65  0.066
52 H -0.31 -4.35 4.23  0.067
53 H 1.02 -4.30 5.46  0.085
54 H 0.42 -2.25 3.56  0.017
55 C -0.75 4.36 1.35  -0.080
56 O -1.29 3.46 2.33  -0.207
57 C -1.15 3.91 3.69  -0.188
58 C -1.82 2.94 4.66  -0.173
59 N -1.15 1.64 4.57  -0.064
60 C -1.70 0.55 5.45  -0.132
61 C -3.12 0.06 5.05  -0.207
62 O -3.03 -0.43 3.75  -0.255
63 C -4.12 -0.32 2.90  -0.075
64 H 0.24 4.72 1.63  0.088
65 H -1.35 5.27 1.37  0.083
66 H -0.80 4.04 0.31  0.057
67 H -1.49 4.93 3.85  0.126
68 H -0.11 3.91 4.04  0.123
69 H -2.87 2.74 4.44  0.112
70 H -1.70 3.37 5.65  0.132
71 H -1.31 1.37 3.61  0.060
72 H -1.67 0.94 6.46  0.126
73 H -1.09 -0.35 5.52  0.112
74 H -3.87 0.85 5.14  0.118
75 H -3.43 -0.71 5.75  0.118
76 H -4.04 -0.85 1.95  0.093
77 H -4.30 0.73 2.64  0.072
78 H -4.97 -0.60 3.51  0.096
79 C 3.70 -4.10 1.43  -0.060
80 O 3.38 -4.44 0.05  -0.196
81 C 3.78 -3.48 -0.92  -0.213
82 C 5.28 -3.38 -1.20  -0.183
83 N 5.85 -4.62 -1.77  -0.059
84 C 5.41 -4.94 -3.11  -0.214
85 C 5.77 -3.86 -4.13  -0.212
86 O 4.81 -2.78 -4.25  -0.212
87 C 5.26 -1.84 -5.22  -0.102
88 H 3.10 -3.24 1.74  0.063
89 H 4.75 -3.81 1.52  0.078
90 H 3.59 -4.98 2.05  0.091
91 H 3.49 -2.50 -0.53  0.096
92 H 3.23 -3.60 -1.86  0.112
93 H 5.86 -3.15 -0.30  0.109
94 H 5.47 -2.54 -1.86  0.100
95 H 5.50 -5.35 -1.16  0.099
96 H 4.33 -5.07 -3.17  0.108
97 H 5.97 -5.83 -3.39  0.121
98 H 5.94 -4.36 -5.09  0.113
99 H 6.77 -3.44 -3.99  0.121
100 H 5.33 -2.31 -6.20  0.088
101 H 6.23 -1.47 -4.91  0.089
102 H 4.58 -0.99 -5.32  0.067
103 C -0.40 0.53 1.48  -0.039
104 C -0.33 -0.98 1.23  -0.368
105 C 1.12 -1.40 0.93  -0.177
106 O 1.72 -0.69 -0.13  -0.224
107 C 1.19 -0.97 -1.43  -0.067
108 N -0.86 -1.63 2.41  0.070
109 H 0.20 0.79 2.35  0.078
110 H -1.39 0.89 1.72  0.064
111 H -0.06 1.09 0.61  0.075
112 H -1.02 -1.18 0.41  0.117
113 H 1.27 -2.44 0.63  0.117
114 H 1.77 -1.36 1.81  0.120
115 H 1.77 -0.40 -2.15  0.082
116 H 0.16 -0.61 -1.49  0.072
117 H 1.23 -2.04 -1.67  0.071
118 H -1.34 -2.47 2.11  0.052
119 H -1.54 -1.17 3.00  0.050
120 C -2.67 6.69 -4.10  -0.046
121 C -2.39 5.65 -3.01  -0.414
122 C -1.08 4.85 -3.12  -0.183
123 O -1.18 3.64 -2.36  -0.209
124 C 0.05 2.99 -2.16  -0.110
125 N -2.37 6.40 -1.75  0.035
126 H -1.84 7.40 -4.03  0.079
127 H -3.60 7.23 -3.92  0.077
128 H -2.74 6.18 -5.06  0.080
129 H -3.21 4.93 -3.04  0.114
130 H -0.24 5.47 -2.80  0.127
131 H -0.82 4.51 -4.12  0.123
132 H 0.65 3.53 -1.42  0.087
133 H 0.57 3.01 -3.12  0.073
134 H -0.05 1.96 -1.84  0.075
135 H -2.03 5.80 -1.01  0.061
136 H -1.65 7.11 -1.78  0.083
137 C 1.21 -4.12 -4.86  -0.058
138 C 0.13 -3.85 -3.82  -0.415
139 C -0.73 -2.67 -4.21  -0.213
140 O -0.07 -1.42 -4.19  -0.194
141 C -0.90 -0.30 -4.51  -0.073
142 N -0.68 -5.10 -3.70  0.035
143 H 1.93 -3.30 -4.90  0.066
144 H 0.83 -4.18 -5.88  0.086
145 H 1.88 -4.95 -4.63  0.073
146 H 0.50 -3.62 -2.83  0.118
147 H -1.54 -2.65 -3.47  0.108
148 H -1.26 -2.79 -5.16  0.129
149 H -0.33 0.61 -4.32  0.071
150 H -1.83 -0.25 -3.95  0.062
151 H -1.18 -0.35 -5.57  0.094
152 H -0.92 -5.35 -4.65  0.063
153 H -0.03 -5.84 -3.48  0.065
154 C -6.56 5.46 -2.66  -0.058
155 C -6.10 5.34 -1.19  -0.411
156 C -5.35 4.00 -0.92  -0.193
157 O -4.96 3.83 0.46  -0.177
158 C -4.01 2.76 0.62  -0.092
159 N -5.20 6.47 -0.97  0.033
160 H -7.16 4.56 -2.80  0.075
161 H -5.70 5.38 -3.33  0.060
162 H -7.04 6.42 -2.84  0.080
163 H -6.96 5.39 -0.52  0.132
164 H -4.56 3.90 -1.66  0.103
165 H -5.95 3.12 -1.15  0.117
166 H -3.07 2.95 0.10  0.078
167 H -4.43 1.82 0.24  0.074
168 H -3.76 2.68 1.68  0.067
169 H -4.70 6.41 -0.09  0.059
170 H -4.43 6.35 -1.62  0.006

2S+1: 1
Strongest force on any atom (hartree/bohr): 0.0470
Molar mass (g/mol): 911.3



Record 2
4 unconnected molecules or ions with the total composition C2H14N2O3. Source: the OMol25 dataset; level of theory: ωB97M-V/def2-TZVPD.

Last column: Löwdin charge in e.
CARTESIAN COORDINATES (ANGSTROEM)
1 C 1.39 0.37 -1.93  -0.155
2 N 1.72 0.03 -0.54  -0.152
3 C 0.69 -0.98 -0.15  -0.343
4 N 0.78 -1.25 1.35  0.007
5 H 0.40 0.88 -1.82  0.077
6 H 2.17 1.03 -2.36  0.083
7 H 1.31 -0.61 -2.55  0.105
8 H 2.64 -0.47 -0.43  0.132
9 H 0.81 -1.99 -0.60  0.112
10 H -0.26 -0.77 -0.70  0.091
11 H 0.44 -0.41 1.88  0.070
12 H -0.11 -1.77 1.55  0.040
13 O 0.23 2.60 0.41  -0.058
14 H 0.65 1.76 0.15  -0.007
15 H 0.48 3.30 -0.19  0.033
16 O -2.18 -1.58 1.90  -0.105
17 H -2.56 -1.27 1.07  0.016
18 H -3.00 -1.54 2.54  0.102
19 O -2.21 0.82 -0.11  -0.060
20 H -1.28 0.51 -0.18  -0.010
21 H -2.10 1.35 0.66  0.023

2S+1: 1
Strongest force on any atom (hartree/bohr): 0.0634
SMILES: CNCN.O.O.O
Molar mass (g/mol): 114.1
Energy relative to the best compared isomer or geometry (same formula, charge and spin) (kJ/mol): 168.4



Record 3
10 unconnected molecules or ions with the total composition C18H58N4O11. Source: the OMol25 dataset; level of theory: ωB97M-V/def2-TZVPD.

Last column: Löwdin charge in e.
CARTESIAN COORDINATES (ANGSTROEM)
1 N -0.45 -3.27 1.06  0.358
2 H 0.10 -2.86 0.34  0.099
3 H -0.99 -3.87 0.66  0.027
4 H -1.12 -2.59 1.54  0.136
5 H 0.05 -3.76 1.83  0.163
6 C -0.22 -0.24 -0.89  -0.734
7 O 0.46 0.73 -0.52  0.004
8 O -1.38 -0.52 -0.22  0.039
9 O 0.22 -1.10 -1.70  -0.065
10 H -1.50 0.17 0.53  0.133
11 C 2.39 3.79 -6.37  -0.072
12 C 2.76 4.89 -5.45  -0.414
13 C 2.77 4.50 -3.93  -0.227
14 O 1.55 4.04 -3.62  -0.227
15 C 1.20 3.72 -2.30  -0.092
16 N 4.08 5.41 -5.86  0.075
17 H 2.39 3.98 -7.49  0.106
18 H 1.49 3.39 -6.10  0.014
19 H 3.15 2.97 -6.17  0.108
20 H 1.99 5.75 -5.47  0.156
21 H 2.88 5.44 -3.25  0.148
22 H 3.44 3.72 -3.75  0.112
23 H 0.02 3.65 -2.00  0.153
24 H 1.60 4.72 -1.83  0.106
25 H 1.67 3.03 -1.79  -0.011
26 H 3.79 5.80 -6.65  0.011
27 H 4.42 5.90 -5.13  0.021
28 C -4.60 -3.41 1.25  -0.047
29 C -4.24 -1.94 1.80  -0.367
30 C -5.60 -1.38 2.60  -0.221
31 O -6.63 -1.17 1.70  -0.215
32 C -7.81 -0.82 2.36  -0.154
33 N -3.14 -2.04 2.69  0.020
34 H -5.02 -3.98 1.99  0.024
35 H -3.80 -3.95 0.81  0.040
36 H -5.52 -3.40 0.54  0.112
37 H -4.01 -1.15 0.94  0.162
38 H -5.27 -0.45 3.17  0.126
39 H -5.86 -2.21 3.28  0.118
40 H -8.77 -0.74 1.64  0.129
41 H -7.73 -0.09 3.25  0.105
42 H -8.13 -1.87 2.85  0.107
43 H -2.62 -1.18 2.61  0.012
44 H -3.36 -1.98 3.68  0.078
45 C 2.68 -2.06 2.53  -0.027
46 C 1.61 -1.25 3.44  -0.390
47 C 2.27 -0.14 4.35  -0.149
48 O 3.18 -0.90 5.18  -0.219
49 C 3.81 -0.25 6.32  -0.078
50 N 0.60 -0.69 2.61  0.066
51 H 3.54 -2.44 3.10  0.070
52 H 3.23 -1.25 1.90  0.091
53 H 1.96 -2.67 1.79  0.074
54 H 1.28 -2.03 3.87  0.052
55 H 1.44 0.26 4.81  0.079
56 H 2.85 0.72 3.88  0.145
57 H 3.07 0.45 7.04  0.139
58 H 4.50 0.41 5.83  0.067
59 H 4.23 -0.87 7.03  0.039
60 H 0.76 -0.23 1.72  0.075
61 H -0.15 -0.26 3.05  0.008
62 C 0.95 0.83 -4.31  -0.150
63 O 0.12 -0.29 -4.28  -0.127
64 H 0.41 1.79 -4.88  0.145
65 H 1.92 0.62 -4.71  0.079
66 H 1.14 0.94 -3.42  -0.044
67 H 0.07 -0.66 -3.37  0.024
68 C 3.36 -2.61 -1.39  -0.145
69 O 2.13 -2.78 -2.12  -0.136
70 H 4.35 -2.94 -1.78  0.091
71 H 3.01 -2.78 -0.35  0.064
72 H 3.69 -1.63 -1.52  0.033
73 H 1.57 -2.03 -1.97  -0.011
74 C -2.78 1.44 2.61  -0.081
75 O -1.95 0.42 3.26  -0.180
76 H -3.28 2.05 3.26  0.065
77 H -3.29 0.87 1.87  0.059
78 H -2.29 2.18 2.00  0.086
79 H -2.41 0.47 4.16  0.133
80 C 3.61 1.84 0.55  -0.161
81 O 3.28 0.65 -0.10  -0.178
82 H 3.00 1.89 1.40  0.046
83 H 3.49 2.63 -0.19  0.072
84 H 4.63 1.88 0.83  0.068
85 H 2.31 0.48 -0.38  0.080
86 C -2.21 -3.19 -3.11  -0.110
87 O -1.83 -3.16 -1.71  -0.248
88 H -2.16 -4.13 -3.39  0.012
89 H -1.59 -2.39 -3.69  0.110
90 H -3.26 -2.71 -2.94  0.107
91 H -1.47 -2.17 -1.43  0.100

2S+1: 1
Strongest force on any atom (hartree/bohr): 0.2002
Molar mass (g/mol): 506.7
Energy relative to the best compared isomer or geometry (same formula, charge and spin) (kJ/mol): 1261.8



Record 4
A single C4H10O molecule. Source: the OMol25 dataset; level of theory: ωB97M-V/def2-TZVPD.

Last column: Löwdin charge in e.
CARTESIAN COORDINATES (ANGSTROEM)
1 C 0.28 -0.22 -1.92  -0.127
2 O 0.04 0.76 -0.95  -0.177
3 C -0.37 0.09 0.21  -0.488
4 C 0.76 -0.76 0.81  -0.060
5 C -0.92 1.16 1.16  -0.044
6 H -0.55 -0.97 -1.80  0.100
7 H 1.24 -0.74 -1.74  0.083
8 H 0.34 0.29 -2.89  0.093
9 H -1.14 -0.66 -0.17  0.137
10 H 1.74 -0.28 0.73  0.092
11 H 0.81 -1.72 0.29  0.070
12 H 0.57 -0.97 1.87  0.078
13 H -1.53 0.69 1.94  0.076
14 H -1.54 1.87 0.60  0.080
15 H -0.13 1.74 1.66  0.086

2S+1: 1
Strongest force on any atom (hartree/bohr): 0.0299
SMILES: COC(C)C
Molar mass (g/mol): 74.1
Energy relative to the best compared isomer or geometry (same formula, charge and spin) (kJ/mol): 85.6



Per-record calculated total energy, eV: -83891.26341; -11422.68098; -48076.06742; -6356.91592
Per-record gap between HOMO and LUMO, eV: 8.88; 10.39; 8.27; 10.92